DFT (the ωB97M-V functional and the def2-TZVPD basis) results for a cluster of 5 separate species, C20H50O10 in total.

Output
* energy above the lowest of the compared OMol25 structures with the same formula, charge and spin: 439.1 kJ/mol
* SMILES: COCCOC.COCCOC.COCCOC.COCCOC.COCCOC
* HOMO level: -9.4 eV

Geometry (Å):
C1 2.1424 0.3236 -0.3988
O1 2.3737 1.3756 -1.3097
C2 2.2083 1.0083 -2.6798
C3 1.1987 1.8702 -3.4631
O2 -0.1137 1.6959 -2.8739
C4 -0.9944 2.6351 -3.5355
H1 1.2660 -0.2300 -0.6850
H2 1.9647 0.7685 0.6052
H3 2.9691 -0.4177 -0.4613
H4 2.1066 -0.0664 -2.7826
H5 3.1443 1.1623 -3.1142
H6 1.3379 1.5698 -4.5076
H7 1.6188 2.8584 -3.2787
H8 -0.5607 3.6617 -3.4818
H9 -2.0020 2.5208 -3.1290
H10 -0.9585 2.3402 -4.5663
C5 0.3332 3.5303 0.5970
O3 -0.5761 2.4551 0.9909
C6 -1.9114 2.7709 1.2504
C7 -2.7401 2.2858 0.1032
O4 -2.6164 0.8956 0.0995
C8 -3.0839 0.2734 -1.1102
H11 1.0852 3.7873 1.3565
H12 -0.1582 4.4951 0.4010
H13 0.8912 3.2641 -0.3464
H14 -2.0433 3.8489 1.4826
H15 -2.2176 2.2302 2.1189
H16 -2.1528 2.6369 -0.7501
H17 -3.7417 2.6772 0.1372
H18 -4.0901 0.6632 -1.4381
H19 -3.2801 -0.7470 -0.8471
H20 -2.3892 0.3406 -1.8783
C9 -0.6370 -3.6046 -0.0784
O5 0.3659 -3.5812 0.8939
C10 0.7647 -2.2153 1.1646
C11 1.5639 -2.1012 2.4246
O6 2.9084 -2.2746 2.1286
C12 3.7485 -2.1362 3.3066
H21 -1.2305 -2.6779 -0.0126
H22 -1.2681 -4.4940 0.0798
H23 -0.1971 -3.6514 -1.1030
H24 -0.1434 -1.6461 1.1411
H25 1.4002 -1.8737 0.3416
H26 1.1977 -2.8667 3.0911
H27 1.2662 -1.1749 2.9256
H28 3.6327 -1.1870 3.7730
H29 4.7768 -2.2937 2.9638
H30 3.5334 -2.9023 3.9888
C13 -0.7182 -1.8968 -7.4734
O7 -0.7418 -2.2432 -6.1484
C14 -0.7710 -1.1599 -5.2391
C15 -0.2734 -1.5980 -3.8958
O8 1.0692 -1.8460 -4.0678
C16 1.5717 -2.8405 -3.0915
H31 0.2077 -1.5034 -7.8178
H32 -1.4215 -1.1310 -7.7086
H33 -0.9508 -2.8247 -8.0341
H34 -1.8120 -0.8950 -5.1277
H35 -0.2405 -0.2973 -5.5868
H36 -0.7476 -2.5856 -3.6170
H37 -0.4747 -0.7644 -3.1970
H38 2.5873 -3.1199 -3.3542
H39 0.9420 -3.7754 -3.1255
H40 1.5574 -2.3683 -2.1389
C17 1.2347 1.7193 7.1799
O9 0.6440 1.8193 5.9207
C18 -0.7514 1.9049 6.0675
C19 -1.4582 1.1074 4.9520
O10 -1.3364 -0.2659 5.2467
C20 -1.7925 -1.1887 4.2674
H41 1.1541 0.7008 7.6246
H42 0.9138 2.4753 7.8381
H43 2.2970 1.8802 7.1068
H44 -1.1049 2.8733 5.8783
H45 -1.1679 1.5920 7.0519
H46 -0.9146 1.2893 3.9880
H47 -2.5118 1.4581 4.8581
H48 -2.7981 -0.9615 3.9752
H49 -1.7809 -2.1654 4.7598
H50 -1.1029 -1.1918 3.3743

Here are the Löwdin charges for atoms 1 to 5, given in e:
1 C -0.11
2 O -0.18
3 C -0.18
4 C -0.18
5 O -0.21